Record 1
133
Properties=species:S:1:pos:R:3:forces:R:3 method="wB97M-V/def2-TZVPD" lumo_energy_ev=-2.1 e_homo_ha=-0.097 charge=-1 orbital_gap_ev=0.577 e_tot_ev=-146959.286
C 7.4240 3.5860 -2.8951 0.40 0.66 -0.82
C 7.5815 4.6160 -3.8659 0.29 -1.11 0.12
B 7.7091 6.2281 -3.5183 3.15 -0.61 1.76
C 9.2068 6.3695 -2.7628 -0.02 -0.38 0.54
N 6.6990 6.7476 -2.5178 -0.86 0.65 -1.18
C 5.3570 7.0395 -3.0424 -1.21 -0.57 1.42
C 4.4456 5.7726 -3.3952 -0.73 1.50 -0.08
C 2.9825 6.0041 -2.7946 0.80 -1.61 -0.80
C 2.2225 4.5837 -2.9201 0.44 1.63 0.58
P 7.8550 7.2099 -5.1740 -0.33 0.12 -2.40
N 9.6074 7.2456 -5.5141 -0.75 1.04 0.64
O 7.4222 8.8587 -4.9835 0.53 -0.44 0.66
H 8.3048 3.3349 -2.2394 -1.59 1.34 0.72
H 6.4805 2.9804 -2.7886 1.58 -0.60 -1.13
H 7.6655 4.3159 -4.9538 -2.18 0.22 0.60
H 9.4916 7.4529 -2.6497 0.07 -0.91 0.02
H 9.0489 5.9391 -1.7207 0.46 0.47 -1.01
H 9.9835 5.7636 -3.3161 -0.54 0.89 0.76
H 6.6576 6.1511 -1.6882 -0.18 0.23 -0.41
H 4.7996 7.5841 -2.2105 0.49 -0.43 -0.93
H 5.3215 7.7309 -3.9230 0.61 -0.58 0.74
H 4.3628 5.7507 -4.5254 0.10 -0.50 1.17
H 4.8461 4.8012 -3.0029 -0.16 1.02 -0.38
H 3.1079 6.3104 -1.7151 -0.44 -0.13 -1.20
H 2.4347 6.7729 -3.4062 0.58 -0.48 0.86
H 2.8190 3.9432 -3.6194 -0.88 0.43 0.54
H 2.2312 4.1424 -1.8902 -0.31 0.01 -1.06
H 1.1804 4.7937 -3.2723 0.82 -0.78 0.35
H 9.9772 7.9906 -4.9032 0.28 -0.64 -0.18
H 9.7659 7.5779 -6.4664 -0.29 -0.15 0.25
H 7.6026 9.1877 -4.0859 -0.09 -0.27 -0.16
C -3.3986 4.7413 -1.2172 0.29 0.28 -0.39
O -2.9186 3.8126 -0.2577 0.71 -1.88 3.04
P -1.7405 2.6788 -0.7732 -0.02 2.85 -9.01
O -0.9777 3.6246 -1.6873 -0.40 -0.68 1.75
O -2.8853 1.8365 -1.5999 0.22 -0.33 1.08
C -4.0567 1.4137 -0.8943 -0.29 -0.07 -0.07
O -0.6231 1.3918 -1.0117 -0.96 0.71 3.40
C -0.3500 0.6015 0.1544 0.21 -0.37 0.10
H -4.3406 5.1460 -0.8417 0.04 -0.19 0.23
H -2.6902 5.5627 -1.3303 0.01 -0.12 -0.17
H -3.5786 4.2611 -2.1803 0.13 0.02 0.01
H -4.8960 2.0575 -1.1658 0.02 0.03 0.11
H -3.9136 1.4462 0.1863 -0.21 -0.10 -0.07
H -4.2940 0.3900 -1.1846 0.13 0.05 0.04
H -1.2751 0.1662 0.5467 0.08 -0.15 0.04
H 0.1196 1.2242 0.9222 0.05 -0.15 0.02
H 0.3352 -0.2020 -0.1161 -0.10 0.05 -0.07
C 3.3596 -3.1317 -1.6855 0.17 0.53 0.51
O 2.1740 -3.6521 -2.2733 -2.86 -1.33 -2.25
P 0.8773 -4.0453 -1.2275 5.16 2.30 7.62
O 1.0666 -2.8795 -0.2705 -0.83 -0.71 -1.45
O 1.6746 -5.3849 -0.7059 -0.90 -0.18 -0.89
C 2.1459 -6.3213 -1.6826 0.27 -0.26 -0.02
O -0.5506 -4.5879 -0.4286 -0.30 0.17 -3.49
C -1.5809 -5.0835 -1.2915 -0.24 -0.14 0.03
H 4.1654 -3.2504 -2.4117 -0.25 -0.13 -0.18
H 3.2379 -2.0691 -1.4754 -0.01 -0.12 0.14
H 3.6219 -3.6714 -0.7740 -0.12 0.06 0.02
H 3.2240 -6.2070 -1.8018 -0.06 -0.03 -0.11
H 1.6602 -6.1800 -2.6504 0.14 -0.06 0.01
H 1.9408 -7.3330 -1.3302 0.01 0.11 0.06
H -1.2092 -5.9179 -1.8948 -0.16 -0.06 0.00
H -1.9348 -4.2836 -1.9484 -0.13 -0.13 0.02
H -2.4135 -5.4300 -0.6799 0.12 0.04 0.04
C 1.4766 11.9976 0.5409 0.60 -0.04 0.12
O 0.4476 11.0188 0.5074 -3.16 -1.90 0.25
P 0.8261 9.4972 -0.1842 8.95 2.22 -2.22
O 2.2462 9.4121 0.3513 -1.95 -0.22 0.19
O 0.8036 10.1394 -1.6999 -1.15 -0.42 0.37
C -0.3535 10.8657 -2.1129 0.04 0.17 -0.20
O 0.8755 7.9081 -0.8449 -2.99 0.99 1.89
C -0.3478 7.1699 -0.7241 -0.08 -0.44 -0.21
H 1.0023 12.9697 0.6901 -0.27 -0.16 -0.01
H 2.1463 11.8073 1.3800 0.09 -0.07 -0.19
H 2.0377 12.0175 -0.3946 0.04 -0.11 0.08
H -0.1372 11.9355 -2.0892 -0.10 0.00 0.07
H -1.2154 10.6602 -1.4744 -0.02 0.14 -0.09
H -0.5998 10.5822 -3.1377 0.10 -0.07 0.07
H -1.1699 7.7062 -1.2104 -0.07 -0.13 -0.04
H -0.5861 7.0129 0.3323 -0.09 -0.12 -0.08
H -0.2211 6.1988 -1.2048 0.07 0.08 0.00
C -7.6839 -0.9802 2.6279 -0.12 0.17 -0.64
O -6.5660 -0.8180 3.4888 2.42 0.70 2.81
P -5.0183 -1.1875 2.8557 -3.53 -2.82 -8.30
O -5.2680 -0.6409 1.4589 0.56 0.25 1.74
O -5.3462 -2.7970 2.9359 0.64 0.46 0.96
C -5.7812 -3.3424 4.1859 -0.24 -0.26 0.07
O -3.3658 -1.5441 2.5176 -0.62 1.73 3.04
C -2.4526 -1.2993 3.5952 0.37 -0.08 0.10
H -8.5765 -1.0308 3.2541 0.22 0.02 0.25
H -7.7743 -0.1186 1.9658 0.08 -0.16 -0.09
H -7.6076 -1.8998 2.0455 0.09 0.08 -0.04
H -6.8562 -3.5260 4.1447 0.02 0.06 0.13
H -5.5622 -2.6738 5.0206 -0.13 -0.14 0.03
H -5.2716 -4.2926 4.3533 0.05 0.09 -0.10
H -2.7349 -1.8811 4.4782 0.16 0.00 0.03
H -2.4450 -0.2339 3.8438 0.15 -0.08 0.06
H -1.4520 -1.5943 3.2798 -0.13 -0.03 -0.08
C -11.1728 -6.6023 8.0594 0.36 0.36 0.50
O -10.8623 -7.2489 6.8333 0.32 -2.25 -3.09
P -9.7839 -6.4507 5.7659 0.92 7.54 5.81
O -8.8674 -5.8856 6.8399 -0.53 -1.36 -1.27
O -10.9446 -5.3598 5.3482 0.17 -1.06 -0.76
C -12.2030 -5.8513 4.8846 -0.33 0.12 -0.01
O -8.7775 -5.8873 4.4834 -1.18 -3.28 -0.27
C -8.6750 -6.7833 3.3710 0.13 -0.02 -0.37
H -12.0875 -7.0542 8.4478 0.02 -0.17 -0.29
H -10.3727 -6.7662 8.7816 0.00 0.19 -0.09
H -11.3399 -5.5336 7.9148 0.13 -0.03 -0.01
H -12.9465 -5.7471 5.6768 0.01 -0.12 -0.03
H -12.1466 -6.8988 4.5819 -0.16 0.06 0.03
H -12.5201 -5.2544 4.0277 0.13 0.01 0.06
H -9.6644 -6.9886 2.9500 0.09 -0.01 -0.16
H -8.2100 -7.7211 3.6889 0.03 0.02 -0.18
H -8.0509 -6.3226 2.6055 -0.06 0.05 0.11
C 4.6089 -8.1331 1.2613 -0.51 0.46 -0.31
O 5.5770 -9.0657 0.7990 3.08 -2.23 -0.71
P 5.1156 -10.1316 -0.4627 -8.84 3.56 -0.17
O 4.2722 -9.1269 -1.2317 1.61 -0.87 0.34
O 4.1941 -11.0061 0.5861 1.16 -0.48 -0.23
C 4.8068 -11.5001 1.7771 -0.12 -0.07 0.32
O 4.9069 -11.3573 -1.6596 3.28 0.46 1.15
C 6.0597 -12.1688 -1.9049 0.10 -0.28 -0.16
H 4.9318 -7.7824 2.2432 0.25 -0.21 -0.06
H 4.5620 -7.2772 0.5875 -0.15 -0.13 -0.01
H 3.6246 -8.5950 1.3568 0.04 0.02 -0.12
H 4.4927 -10.8899 2.6259 0.13 0.00 -0.01
H 5.8967 -11.4885 1.7114 -0.07 -0.01 0.16
H 4.4756 -12.5268 1.9439 -0.02 0.07 -0.12
H 6.3846 -12.6645 -0.9844 0.06 -0.13 -0.11
H 6.8738 -11.5524 -2.2973 0.03 -0.18 -0.05
H 5.8038 -12.9264 -2.6454 -0.08 0.09 0.08

***

Record 2
118
Properties=species:S:1:pos:R:3:forces:R:3 method="wB97M-V/def2-TZVPD" lumo_energy_ev=0.2 e_homo_ha=-0.328 charge=0 orbital_gap_ev=9.134 smiles="COC[C@H](C)N.COC[C@H](C)N.COC[C@H](C)N.COC[C@H](C)N.COC[C@H](C)N.NC(N)=O.NC(N)=O.NC(N)=O.CCO" e_tot_ev=-61920.592
C 1.4172 -1.3544 -2.9537 -0.49 -0.08 0.16
O 0.3427 -1.3112 -2.0468 -0.51 -0.10 1.60
C 0.5878 -0.6859 -0.7517 0.08 0.23 -1.82
C -0.7007 -0.5178 0.0648 -1.56 -0.96 0.87
C -1.2083 -1.8245 0.7103 1.60 -0.28 0.75
N -1.8430 0.0990 -0.6430 1.45 0.30 -1.27
H 1.0588 -2.0164 -3.7421 -0.02 0.60 -0.49
H 2.3313 -1.8532 -2.6317 0.15 0.09 0.78
H 1.6384 -0.3257 -3.2382 0.25 -0.08 -0.60
H 1.4199 -1.2188 -0.2914 -0.46 -0.51 0.72
H 1.0425 0.2914 -0.9138 -0.27 0.51 -0.31
H -0.4379 0.1309 0.9004 0.18 0.14 0.04
H -1.4818 -2.6577 0.0628 -0.06 0.36 -0.39
H -1.9854 -1.6856 1.4619 -0.22 0.34 -0.30
H -0.3440 -2.1579 1.2846 0.06 -0.55 0.25
H -2.7234 0.0350 -0.1523 0.22 -0.19 0.46
H -1.9296 -0.5066 -1.4466 -0.45 0.18 -0.52
C -5.1091 3.9033 -2.4210 1.10 0.85 -1.01
O -4.3152 5.0672 -2.1620 1.01 -2.10 -0.83
C -4.9334 6.0128 -1.4500 -1.43 1.22 2.24
C -4.8922 5.7703 0.1145 -0.85 1.93 0.45
C -5.5490 6.8980 0.9121 -1.91 0.18 -0.06
N -3.5668 5.8171 0.7107 1.13 -1.11 -1.28
H -4.4449 3.4942 -3.1822 -0.57 -1.20 0.23
H -6.0422 4.1890 -2.9065 -0.20 0.11 0.02
H -5.3353 3.2833 -1.5535 0.37 -0.07 0.02
H -4.4812 6.9640 -1.7307 0.26 0.30 0.50
H -5.9614 6.0850 -1.8052 -0.57 0.18 0.31
H -5.4062 4.8762 0.4673 0.14 -0.40 -0.62
H -6.6125 7.0632 0.7398 -0.22 0.04 -0.95
H -5.0668 7.8661 0.7768 0.24 -0.12 0.20
H -5.6583 6.6162 1.9593 1.00 0.09 0.16
H -3.0572 5.0549 0.2869 0.33 -0.87 0.29
H -3.0939 6.5458 0.1954 0.18 0.95 0.31
C 3.0349 4.3834 2.2717 0.25 0.25 -0.35
O 4.1677 4.9546 2.9239 -1.37 -1.38 0.09
C 5.1083 5.5021 2.0455 0.39 0.25 1.84
C 6.3806 5.7327 2.9155 -0.08 0.13 -0.61
C 7.4502 6.2830 2.0004 0.44 0.87 -0.15
N 6.8680 4.5579 3.6308 0.16 -0.47 0.07
H 2.4964 5.0998 1.6514 -0.28 0.64 0.38
H 2.3660 3.9234 2.9991 0.19 0.22 0.06
H 3.2840 3.6464 1.5081 0.60 -0.53 0.24
H 5.2597 4.8625 1.1760 0.25 -0.01 -0.12
H 4.7023 6.4840 1.8022 0.37 0.24 -0.78
H 6.1430 6.5147 3.6368 -0.35 0.28 -0.02
H 7.0825 7.1922 1.5248 -0.30 -0.07 -0.31
H 7.7934 5.6016 1.2219 -0.12 -0.18 0.13
H 8.3185 6.6782 2.5276 0.18 -0.43 0.30
H 7.7230 4.7953 4.1132 0.59 0.22 -0.46
H 6.3151 4.3092 4.4387 -0.93 -0.04 -0.32
C 0.5840 -8.9765 -4.4519 3.28 -0.21 -0.61
O -0.2911 -7.9169 -4.3747 -0.98 0.56 -0.38
C 0.3591 -6.7238 -3.8754 -1.52 -1.32 1.10
C 0.5265 -6.9200 -2.3111 -0.53 0.06 -0.43
C -0.8142 -7.1302 -1.5033 0.41 -0.01 -0.15
N 1.3617 -5.8789 -1.7577 -0.27 0.29 0.42
H 1.2446 -8.9187 -5.3171 0.21 0.82 -0.74
H 0.3674 -10.0319 -4.6173 -1.81 0.20 0.90
H 1.3293 -8.8709 -3.6636 -0.12 -0.67 0.43
H 1.2370 -6.4326 -4.4522 0.68 -0.63 0.28
H -0.3193 -5.9045 -4.1136 -0.40 -0.03 0.42
H 1.1155 -7.8062 -2.0747 -0.18 -0.26 -0.54
H -1.7734 -6.8143 -1.9134 0.33 0.36 -0.61
H -0.7351 -6.6390 -0.5335 0.25 0.04 0.00
H -0.9705 -8.1887 -1.2949 0.19 -0.07 -0.07
H 2.2567 -5.9634 -2.2181 0.17 0.53 0.04
H 0.9374 -4.9800 -1.9368 0.29 0.38 -0.05
C 0.2630 -3.7738 7.0645 0.26 0.43 -0.41
O 0.7988 -4.6065 8.0995 -1.37 -1.65 -3.58
C 1.3550 -3.9729 9.1360 1.67 -0.25 2.85
C 2.0280 -4.9507 10.2138 -0.79 0.52 1.23
C 0.9272 -5.7017 11.1188 0.94 1.19 -2.24
N 2.9100 -4.1807 11.1067 -0.25 1.01 -0.74
H -0.0555 -4.3309 6.1834 -0.22 -0.70 0.60
H 0.9392 -3.0640 6.5879 1.09 -0.05 0.51
H -0.5371 -3.0897 7.3472 -0.46 -0.43 0.72
H 2.1804 -3.3417 8.8067 -0.13 0.70 0.16
H 0.5168 -3.4978 9.6458 0.38 1.02 0.58
H 2.8543 -5.5481 9.8286 -1.10 -1.02 -1.01
H 1.4405 -6.1713 11.9580 -0.40 -0.49 -0.28
H 0.3212 -6.2864 10.4267 0.17 -0.87 0.47
H 0.2131 -4.9635 11.4837 0.27 0.31 0.27
H 3.3015 -4.8077 11.7950 -0.14 0.38 0.27
H 2.4383 -3.3766 11.4954 0.08 -0.12 0.58
N -4.1589 -0.5129 -6.5289 -1.99 4.87 -3.60
C -4.1055 -1.6092 -5.8776 -2.50 -1.30 2.06
N -2.9001 -1.8665 -5.6066 6.91 -1.94 1.06
O -4.9831 -2.2571 -5.3900 -3.35 -1.49 0.32
H -3.3010 0.0039 -6.6594 -0.72 0.35 -0.31
H -5.0451 -0.2127 -6.9091 0.42 0.25 0.10
H -2.7086 -2.7405 -5.1381 0.35 0.30 -0.28
H -2.2713 -1.3940 -6.2403 0.99 -0.95 0.67
N 1.2177 3.2446 -5.9692 4.79 2.18 -2.86
C 0.2047 2.5253 -5.6926 -2.50 -2.44 -2.22
N -0.2661 2.8547 -4.5587 -2.79 1.04 6.01
O -0.3115 1.7178 -6.4500 0.01 -1.18 -0.59
H 1.4983 4.0183 -5.3838 0.34 -0.29 -0.69
H 1.5575 3.0494 -6.9001 0.55 0.81 0.15
H 0.1705 3.6381 -4.0941 -0.49 -0.50 0.44
H -0.9056 2.2698 -4.0399 0.02 0.25 -0.24
N -6.7150 0.7330 3.5690 1.18 2.25 0.80
C -6.9371 -0.4495 2.9510 -0.29 3.36 3.25
N -7.9944 -0.9725 3.5413 -2.75 -3.24 -0.32
O -6.3409 -0.8961 2.0551 2.11 -1.72 -3.68
H -7.2630 0.9273 4.3949 0.31 0.31 -0.40
H -5.9665 1.3737 3.3467 -0.08 -0.47 -0.03
H -8.2525 -1.7724 2.9812 -0.64 -0.40 0.89
H -8.3029 -0.8541 4.4957 0.19 -0.08 -0.51
C 5.0874 1.6048 -6.6996 0.99 -0.51 1.20
C 5.6391 2.9353 -7.2725 -1.10 -1.62 2.79
O 4.8111 3.1400 -8.3355 0.00 1.41 -2.61
H 4.9139 1.7150 -5.6291 0.30 -0.34 0.20
H 5.7764 0.7806 -6.8842 0.02 -0.16 0.23
H 4.1168 1.2951 -7.0870 0.08 0.47 -0.39
H 6.7085 2.8870 -7.4777 0.04 0.14 -0.21
H 5.4369 3.6647 -6.4882 0.25 0.50 -0.39
H 5.1271 2.4509 -8.9246 -0.63 0.10 -0.79